(1)
Molecular formula: C21H20FN3O5S
Method: DFT, ωB97M-V with the def2-TZVPD basis set

As for the structure (SMILES): O=C(CN(C(=O)CNS(=O)(=O)c1ccc(F)cc1)c1ccccc1)NCc1ccco1. The calculation puts the gap between HOMO and LUMO at 9.10 eV. The energy relative to the best compared isomer or geometry (same formula, charge and spin) is 148.3 kJ/mol. The calculation puts the highest occupied orbital energy at -8.65 eV.

Each line ends with the Mulliken charge.
Positions of all 51 atoms, in Å:
H (2.87452, 3.23572, -0.82359)  0.524
C (-1.42034, 2.55913, -0.12573)  -0.622
C (-5.80493, 0.23518, -0.67323)  -0.490
C (3.00198, 2.34749, -0.22447)  -0.758
H (-4.74418, -0.30867, -2.45100)  0.432
H (-2.13947, 2.21636, -0.86772)  0.445
O (1.72730, -3.77684, -0.23439)  -0.408
H (3.77012, -4.07774, -0.29276)  0.504
O (1.20860, 1.97868, -2.66696)  -0.787
H (-6.77806, 0.14309, -1.13092)  0.408
O (-0.01300, 1.48390, 1.45227)  -0.642
H (0.39973, 3.51294, -0.27134)  0.415
C (2.95270, -3.53762, -0.72748)  -0.571
C (4.22492, 1.01813, 1.32347)  0.224
H (-0.72867, -0.95699, -0.25544)  -0.559
H (-2.54931, -0.64950, 2.79437)  0.372
O (-0.22297, 0.46729, -1.37416)  -0.534
F (5.29248, 0.86253, 2.12556)  -0.330
C (-4.66276, -0.01814, -1.41461)  -1.073
C (3.29243, -0.00225, 1.24317)  -1.111
H (1.44705, -0.60230, 0.32807)  0.749
O (-1.77766, -2.92341, 1.99419)  -0.720
C (-1.49471, -1.89525, 1.41620)  0.807
H (-6.58479, 0.80473, 1.23761)  0.415
C (-3.30664, 0.46274, 0.50286)  -0.403
N (-2.03557, 0.53712, 1.14224)  0.358
C (-3.41202, 0.09018, -0.83222)  0.423
H (-4.36196, 1.00922, 2.28284)  0.472
H (-1.82119, 3.43915, 0.38272)  0.303
H (3.71448, -2.23870, -2.30466)  0.449
C (-0.58620, -3.03532, -0.55107)  -1.064
C (1.52860, -2.27621, -1.86447)  -0.084
N (-0.93676, -1.84109, 0.19695)  0.434
H (-1.20611, -3.09314, -1.45243)  0.283
H (1.10441, -1.56733, -2.54556)  0.562
C (2.89589, -2.62075, -1.73062)  -0.532
H (-2.51838, -0.10194, -1.40638)  0.481
C (2.19528, 0.16610, 0.41719)  0.238
C (0.85801, -3.01268, -0.92988)  0.385
C (2.06070, 1.33821, -0.29948)  0.105
N (-0.20470, 2.92323, -0.82394)  -0.369
C (4.10273, 2.19326, 0.59935)  -0.795
H (4.85664, 2.95937, 0.68656)  0.462
H (3.42797, -0.90306, 1.81970)  0.551
C (-1.73428, -0.53008, 2.07617)  -0.822
H (-0.79174, -3.89255, 0.09501)  0.562
C (-4.45090, 0.71929, 1.24649)  -0.394
H (-0.82277, -0.24870, 2.61358)  0.434
C (-1.10139, 1.47152, 0.89504)  0.712
C (-5.69732, 0.60523, 0.65640)  -0.727
S (0.67138, 1.59983, -1.39767)  1.285

---

(2)
Molecular formula: C39H47AlFN3O4P
Method: DFT, ωB97M-V with the def2-TZVPD basis set

As for the charge: +1. The calculation puts the gap between HOMO and LUMO at 5.92 eV. The calculation puts the highest occupied orbital energy at -9.54 eV.

Each line ends with the Mulliken charge.
Positions of all 96 atoms, in Å:
H (-4.63851, -2.50292, -0.49802)  0.656
H (5.75152, -1.82038, -0.11824)  0.397
H (-0.41745, -1.28184, 4.50406)  0.434
C (2.94669, 1.15862, 1.91433)  0.575
C (2.17252, 0.22735, -3.85964)  -0.957
H (5.15859, -2.75654, -1.49955)  0.468
H (-3.03643, 1.60657, 1.98615)  0.161
H (0.77712, 3.90041, 2.28509)  0.545
C (3.09387, 3.48305, 0.82748)  -1.526
C (-2.02902, 1.63211, -2.06972)  -0.404
H (2.82169, -2.04244, -2.17056)  0.489
O (-2.46381, -2.44655, -1.27176)  -0.381
H (0.96894, -3.12173, 1.21338)  0.331
H (1.54121, -2.11809, -0.98054)  -0.516
H (-0.23750, -0.27405, 3.04501)  -0.187
C (-7.24031, 0.32904, -0.15547)  -0.871
C (-1.14515, 3.02433, -3.85385)  -1.096
H (-6.90701, -2.99619, 0.22963)  0.450
H (2.94134, 4.53977, 1.06031)  0.475
C (2.48631, 2.62675, 1.94298)  0.313
C (4.93871, -1.91291, -0.84045)  -1.562
C (-2.65669, -2.60644, 1.66278)  -0.847
H (-1.24651, 3.46084, -4.84016)  0.422
H (-7.96574, 1.13297, -0.09865)  0.424
C (3.39545, -1.04709, 0.94046)  1.382
C (0.11647, 2.61495, -1.86301)  -0.019
C (1.38855, -3.18585, 3.71520)  -0.975
H (-6.36249, 2.69069, -1.09433)  0.464
C (-0.81743, 1.70314, -1.34491)  0.812
H (0.73338, 3.96834, -3.40922)  0.471
C (-5.34191, -1.69702, -0.36821)  -0.914
C (3.59419, 1.14114, -1.67474)  -0.937
H (2.62256, 3.27925, -0.13324)  0.234
H (-4.11452, 3.11608, -2.00955)  0.547
H (4.93341, -0.69530, 3.97246)  0.462
H (4.90811, -1.00797, -1.44466)  0.215
H (0.49494, 2.21131, 2.72871)  0.383
H (-1.75566, 1.80573, 3.19679)  0.432
H (4.16728, 3.31121, 0.73445)  0.366
H (-0.96235, -2.10912, -2.70721)  -0.152
H (-3.61300, -2.90405, 2.08881)  0.370
C (-1.97341, 1.83589, 2.12490)  -1.092
N (1.75923, 0.47613, -0.15084)  1.760
P (-2.21430, -1.05631, -0.50411)  -0.379
C (3.74968, 0.81063, 2.99911)  -1.121
C (3.39142, 0.85629, -4.06030)  -0.928
H (5.08225, 1.74608, -3.08012)  0.454
H (-8.57832, -1.18354, 0.51862)  0.411
H (1.59205, -0.16356, -4.68673)  0.486
C (4.10861, 1.28888, -2.95413)  -0.786
O (0.06155, -1.32634, 0.95357)  1.347
C (-4.95533, -0.37309, -0.64801)  0.810
C (0.97856, 2.86516, 2.00099)  -1.607
C (2.53680, -2.47296, -1.21277)  -1.098
H (-1.51893, -3.78800, -2.50284)  0.298
C (-1.82853, -2.74796, -2.53504)  -0.319
O (-1.19038, 0.91460, 1.43825)  1.052
H (2.49304, -3.55729, -1.35082)  0.427
H (-1.96022, -2.38312, 2.46853)  0.062
O (-2.88931, -1.42941, 0.89381)  0.009
H (0.70402, -3.61115, 4.44985)  0.328
C (-7.57765, -0.95031, 0.18002)  -0.722
Al (-0.15083, 0.47673, 0.15941)  -1.421
C (2.70495, 0.19754, 0.89247)  -0.558
H (-1.79862, 2.86027, 1.77225)  0.250
H (-3.06862, 2.09939, -3.89733)  0.585
H (3.72470, -3.05513, 0.45053)  0.854
C (-5.60520, 1.91460, -1.09434)  -1.122
C (-2.15816, 2.24952, -3.32622)  -0.854
H (2.25649, -2.78078, 4.23298)  0.341
H (1.71811, -3.97241, 3.03870)  0.335
N (0.72366, -2.12971, 2.96782)  0.668
H (-2.55028, -2.61133, -3.33823)  0.311
C (1.69531, 0.09184, -2.57934)  -0.044
C (-0.03155, 3.28042, -3.06898)  -0.666
H (2.89189, 3.01977, 2.87622)  0.630
H (4.67375, -2.29057, 2.12465)  0.485
C (4.16227, -1.33388, 2.07512)  -0.628
C (-4.36959, 2.15151, -1.60242)  -0.979
C (4.32992, -0.43721, 3.10962)  -1.260
H (1.02064, 2.79962, -1.29323)  0.099
C (0.60724, -2.19493, 1.66248)  -1.032
H (1.12537, -0.46407, 4.17203)  0.425
H (4.17703, 1.46976, -0.82583)  0.539
C (3.58934, -2.14371, -0.13643)  0.016
C (-6.62397, -1.97094, 0.03297)  -0.764
C (-5.94026, 0.63072, -0.61026)  1.010
C (0.26960, -0.96252, 3.71906)  -0.743
C (2.33304, 0.57472, -1.43544)  0.501
C (-3.34543, 1.17689, -1.52951)  1.363
H (0.52372, 2.69950, 1.02746)  0.185
H (3.93740, 1.55023, 3.76989)  0.348
H (3.77646, 0.98900, -5.06321)  0.421
H (-2.27348, -3.42148, 1.04745)  0.394
F (0.54013, -0.61680, -2.41050)  0.291
N (-3.63725, -0.03440, -1.00416)  0.696

---

(3)
Molecular formula: C21H32N5O3
Method: DFT, ωB97M-V with the def2-TZVPD basis set

As for the charge: -1. The calculation puts the gap between HOMO and LUMO at 4.83 eV. The energy relative to the best compared isomer or geometry (same formula, charge and spin) is 0.0 kJ/mol. The calculation puts the highest occupied orbital energy at -2.21 eV.

Each line ends with the Mulliken charge.
Positions of all 61 atoms, in Å:
C (-0.64683, 0.26962, 2.68575)  -0.906
C (0.23176, -1.60002, -1.25671)  0.453
H (3.17295, -1.60661, -6.07290)  0.331
H (1.10516, -2.43515, 3.52298)  0.287
H (-3.03826, 2.03465, -0.65846)  0.462
C (2.56842, -4.85535, 2.86416)  -0.409
H (4.89737, -3.11356, -7.51922)  0.383
O (-0.72214, -2.22736, 2.70305)  -0.366
H (-6.38451, 5.81244, 3.07072)  0.379
C (4.28813, -3.43721, -6.69172)  -0.544
C (-0.45090, 3.45517, 0.67409)  -0.577
C (-2.10199, 4.06196, -0.73296)  -0.643
C (-4.80013, 7.39750, 2.98635)  -0.444
H (-5.22075, 8.22910, 3.52748)  0.381
C (0.10953, -0.29070, -1.63083)  -1.013
H (0.66277, -3.41864, -2.48799)  0.471
C (-5.40858, 6.13440, 2.74708)  -0.614
H (-0.49268, 5.50093, -0.11144)  0.595
C (-4.51684, 5.38461, 2.02295)  -0.242
C (3.42248, -2.64964, -5.97774)  -0.335
H (2.14327, -5.82994, 2.61131)  0.214
C (-2.27930, 2.74547, -0.37770)  -0.487
H (2.99367, -5.46491, -4.41936)  0.348
C (-0.93063, 4.51561, -0.06205)  -0.802
O (0.89686, -3.52535, 1.75076)  -0.345
N (-3.40184, 6.14131, 1.81838)  0.121
C (3.32790, -4.69943, -5.09842)  -0.364
H (-1.12260, 1.49726, 0.94186)  0.120
H (-1.49967, 0.98268, 2.73237)  0.220
N (0.29398, -0.21795, -2.98549)  0.022
H (0.14974, -1.98023, -0.25261)  0.429
H (2.16950, -3.10222, -4.34221)  0.224
H (4.78226, -5.61062, -6.44796)  0.383
H (-1.19208, -1.02094, 1.05024)  0.028
C (-1.27959, -1.03169, 2.14784)  -0.026
C (0.53860, -1.46974, -3.48224)  -0.505
H (-2.78501, 8.11099, 2.34705)  0.346
N (-0.18506, 0.02469, 4.08328)  -0.432
H (2.51940, -4.28356, 0.78487)  0.331
H (-4.57656, 4.38089, 1.63813)  0.376
C (2.26210, -3.85530, 1.75695)  -0.435
H (0.39780, 3.35770, 1.32969)  0.469
H (-2.58568, 5.82960, 1.31425)  0.218
H (-0.08861, 0.58987, -1.04331)  0.500
H (2.90059, -2.97313, 1.89246)  0.330
C (-3.56109, 7.36650, 2.39869)  -0.560
H (-0.95657, -0.21450, 4.71538)  0.137
H (2.09788, -4.51989, 3.79078)  0.367
C (0.50931, -2.35202, -2.43124)  -1.027
H (0.20885, 0.88584, 4.43767)  0.271
H (1.07449, -1.48309, 2.02840)  0.284
C (0.63628, -2.35176, 2.53401)  -0.531
H (4.21424, -4.85312, 3.93367)  0.309
N (2.84536, -3.42540, -5.01431)  0.108
H (0.25999, 0.62637, -3.52497)  0.181
H (-2.35861, -1.10328, 2.36487)  0.229
O (3.98474, -4.99901, 3.01186)  -0.535
C (4.22806, -4.74270, -6.13147)  -0.572
N (-1.26771, 2.39422, 0.46479)  0.462
H (0.69734, -1.61804, -4.53848)  0.514
H (-2.73654, 4.63268, -1.39240)  0.430

---

(4)
Molecular formula: C6H11S
Method: DFT, ωB97M-V with the def2-TZVPD basis set

As for the charge: -1. The calculation puts the gap between HOMO and LUMO at 6.02 eV. The energy relative to the best compared isomer or geometry (same formula, charge and spin) is 6.6 kJ/mol. The calculation puts the highest occupied orbital energy at -2.33 eV.

Each line ends with the Mulliken charge.
Positions of all 18 atoms, in Å:
C (-3.23383, -1.28032, 1.47772)  -0.785
H (-1.66594, -2.00158, 2.62609)  0.232
H (-3.55805, -0.74267, 0.59381)  0.288
H (-3.99590, -1.67860, 2.13620)  0.263
H (2.77629, 0.65488, -0.90640)  0.229
H (1.17123, -0.83791, 0.43688)  0.250
C (2.23349, 1.60126, -0.97326)  -0.988
C (0.41597, -1.15313, 1.14751)  -0.749
H (2.06200, 1.59044, -3.12991)  0.211
C (-1.93685, -1.47631, 1.71246)  -0.204
H (0.73449, -1.56461, 2.10084)  0.228
H (2.94282, 2.43796, -0.90345)  0.365
C (1.41262, 1.61525, -2.25003)  -0.433
H (-1.13789, -0.59391, -0.13074)  0.088
C (-0.86776, -0.96952, 0.85514)  0.263
H (1.57601, 1.65277, -0.10276)  0.208
H (0.83520, 2.54213, -2.32538)  0.205
S (0.23610, 0.20387, -2.36473)  -0.673